[1]
Below is the ion NO4S2 with charge +1 in a non-equilibrium geometry, with properties calculated with ωB97M-V with the def2-TZVPD basis set.

Structure (XYZ):
```
7
Properties=species:S:1:pos:R:3:forces:R:3
N 0.957 1.372 0.465 0.070 0.977 0.310
O -1.872 0.496 -1.185 -0.166 0.208 -0.357
O -1.919 -0.337 1.188 -0.227 -0.081 0.545
O -0.035 -0.869 -0.294 -0.202 -0.807 -0.243
O 2.687 -0.624 -0.159 0.351 -1.409 -0.471
S -1.360 -0.178 -0.077 1.108 -0.364 -0.285
S 1.542 0.141 0.062 -0.933 1.477 0.501
```
Forces are in eV/Å.

Results
* Kohn-Sham gap: 9.327 eV
* LUMO: -8.8 eV
* electronic energy: -1151.54545 Ha
* energy relative to the best compared isomer or geometry (same formula, charge and spin): 29.8 kcal/mol
* net charge: +1

[2]
Below is the ion NO5S with charge -1 in a non-equilibrium geometry, with properties calculated with ωB97M-V with the def2-TZVPD basis set.

Structure (XYZ):
```
7
Properties=species:S:1:pos:R:3:forces:R:3
N -0.971 0.574 -0.270 -1.796 1.264 -1.384
O 1.691 -1.858 0.050 -0.662 0.082 0.191
O -1.961 0.710 0.409 -0.509 0.545 0.880
O -0.292 1.469 -0.738 -0.139 1.347 0.039
O -0.668 -0.599 -0.640 0.299 -2.411 -0.034
O 0.979 0.183 1.225 0.067 -0.434 0.772
S 1.223 -0.479 -0.036 2.740 -0.393 -0.464
```
Forces are in eV/Å.

Results
* Kohn-Sham gap: 9.282 eV
* LUMO: 4.1 eV
* electronic energy: -829.08866 Ha
* energy relative to the best compared isomer or geometry (same formula, charge and spin): 35.7 kcal/mol
* net charge: -1

[3]
Below is the ion NO6S with charge -1 in a non-equilibrium geometry, with properties calculated with ωB97M-V with the def2-TZVPD basis set.

Structure (XYZ):
```
8
Properties=species:S:1:pos:R:3:forces:R:3
O -0.183 -1.752 0.325 0.216 -0.989 1.012
N -0.532 -1.110 -0.596 -1.275 1.020 -0.228
O -0.620 -1.435 -1.734 -0.155 -0.114 -1.124
O -0.984 0.231 -0.325 0.907 -1.024 0.007
S 0.396 0.919 0.485 0.587 1.024 0.537
O 1.471 0.371 -0.305 0.155 0.060 -0.028
O 0.307 0.452 1.841 -0.084 -0.008 0.049
O 0.145 2.324 0.308 -0.351 0.031 -0.226
```
Forces are in eV/Å.

Results
* Kohn-Sham gap: 9.812 eV
* LUMO: 4.0 eV
* electronic energy: -904.34841 Ha
* energy relative to the best compared isomer or geometry (same formula, charge and spin): 6.0 kcal/mol
* SMILES string: O=[N+]([O-])OS(=O)(=O)[O-]
* net charge: -1

| no. | molecular weight (g mol⁻¹) |
| --- | --- |
| 1 | 142.1 |
| 2 | 126.1 |
| 3 | 142.1 |